Entry 1:
ORCA calculation (ωB97M-V with the def2-TZVPD basis set) on a single C3H6N6 molecule.

Geometry as XYZ:
```
15
Properties=species:S:1:pos:R:3:lowdin_charge:R:1
C -1.288 -0.030 0.061 -0.393
C -0.254 1.957 -0.162 -0.196
C 1.124 -0.156 0.029 -0.417
H -0.958 -2.612 -0.050 0.077
H 0.578 -2.547 -0.109 0.005
H -3.155 -0.103 0.722 0.099
H -0.110 2.971 -0.053 0.097
H 1.920 1.842 -0.338 0.166
H 2.856 0.280 0.182 0.104
N -0.169 -2.189 -0.569 0.150
N -0.043 -0.675 -0.268 -0.031
N -2.366 -0.734 0.293 0.094
N -1.387 1.411 0.036 0.116
N 0.966 1.305 -0.376 0.063
N 2.287 -0.722 0.602 0.067
```

## Properties
Net charge = 0
Structure (SMILES) = [H]/N=c1\nc[nH]/c(=N\[H])n1N
Highest occupied orbital energy = -0.33980 hartree

Entry 2:
ORCA calculation (ωB97M-V with the def2-TZVPD basis set) on a 2-piece molecular cluster, C4H10O2 overall.

Geometry as XYZ:
```
16
Properties=species:S:1:pos:R:3:lowdin_charge:R:1
C -1.322 1.295 -0.729 -0.110
O -1.182 0.168 0.102 -0.191
C -0.161 -0.641 -0.259 -0.161
C 1.651 0.644 -0.935 -0.010
C 0.060 -1.662 0.888 -0.215
O -1.010 -2.590 1.057 -0.056
H -1.213 1.090 -1.804 0.079
H -2.410 1.552 -0.615 0.109
H -0.322 1.897 -0.512 0.113
H -0.347 -1.109 -1.230 0.120
H 1.887 1.599 -1.492 0.023
H 2.021 -0.132 -1.599 -0.011
H 2.239 0.690 -0.021 -0.010
H 0.929 -2.281 0.674 0.118
H 0.217 -1.118 1.830 0.122
H -1.828 -2.098 1.183 0.083
```

## Properties
Net charge = 0
Highest occupied orbital energy = -0.32591 hartree

Entry 3:
ORCA calculation (ωB97M-V with the def2-TZVPD basis set) on an isolated ion of composition C4H5N2O and charge +1.

Geometry as XYZ:
```
12
Properties=species:S:1:pos:R:3:lowdin_charge:R:1
C -1.159 -1.302 0.013 0.054
C -1.561 0.177 -0.012 -0.351
C 0.724 -0.115 -0.077 -0.234
C -0.265 0.954 -0.275 0.008
N 0.090 -1.419 -0.238 0.166
N 1.947 -0.027 0.261 0.306
O -2.611 0.648 0.198 0.211
H -1.917 -2.137 0.283 0.189
H 0.014 1.395 -1.242 0.168
H -0.290 1.769 0.436 0.152
H 2.518 0.848 0.195 0.199
H 2.510 -0.790 0.458 0.131
```

## Properties
Net charge = +1
Structure (SMILES) = [NH2+]=C1CC(=O)C=N1
Highest occupied orbital energy = -0.54737 hartree

Entry 4:
ORCA calculation (ωB97M-V with the def2-TZVPD basis set) on a single C2H6N2S molecule.

Geometry as XYZ:
```
11
Properties=species:S:1:pos:R:3:lowdin_charge:R:1
C -1.442 -1.324 0.014 -0.078
C -0.323 -0.256 -0.062 -0.895
H -1.996 -1.156 -0.822 0.034
H -1.010 -2.385 0.030 0.099
H -2.072 -1.275 0.879 0.073
H 0.639 -1.837 -0.068 0.114
H 2.076 0.178 0.930 0.067
H 1.948 0.719 -0.545 0.028
N 0.840 -0.854 -0.013 -0.102
N 2.096 -0.118 -0.029 0.063
S -0.597 1.377 0.011 0.597
```

## Properties
Net charge = 0
Structure (SMILES) = CC(=S)NN
Highest occupied orbital energy = -0.31096 hartree

Entry 5:
ORCA calculation (ωB97M-V with the def2-TZVPD basis set) on a single C4H2 molecule.

Geometry as XYZ:
```
6
Properties=species:S:1:pos:R:3:lowdin_charge:R:1
C -1.206 -1.399 -0.256 0.150
C 1.370 1.336 0.343 0.141
C -0.330 -0.655 0.025 -0.191
C 0.361 0.497 0.200 -0.128
H -1.797 -2.142 -0.656 0.024
H 1.602 2.363 0.344 0.003
```

## Properties
Net charge = 0
Structure (SMILES) = C#CC#C
Highest occupied orbital energy = -0.35171 hartree

Entry 6:
ORCA calculation (ωB97M-V with the def2-TZVPD basis set) on C22H28ClN5O2Tl as an isolated structure.

Geometry as XYZ:
```
59
Properties=species:S:1:pos:R:3:lowdin_charge:R:1
Tl 1.170 0.123 -0.343 0.545
Cl -1.368 0.023 0.457 0.054
N 0.082 -2.109 -1.214 0.058
N 0.764 2.227 1.059 0.035
C -0.022 -2.199 -2.508 -0.369
C 0.303 3.211 0.347 -0.366
C -0.552 -3.314 -0.632 -0.570
C -0.452 -4.281 -1.809 -0.072
C -2.009 -3.072 -0.297 -0.076
C 0.188 -3.747 0.618 -0.047
H -2.604 -2.925 -1.207 0.085
H -2.099 -2.170 0.321 -0.027
H -2.393 -3.945 0.243 0.082
H 1.243 -3.922 0.393 0.076
H -0.260 -4.675 0.988 0.081
H 0.104 -2.981 1.394 0.076
C 0.449 2.472 2.486 -0.564
C 0.007 3.933 2.446 -0.071
C 1.688 2.196 3.324 -0.037
C -0.684 1.617 3.004 -0.117
H -1.579 1.737 2.386 0.038
H -0.907 1.924 4.036 0.084
H -0.424 0.556 2.993 0.053
H 2.513 2.827 2.982 0.084
H 1.971 1.138 3.251 0.067
H 1.478 2.426 4.374 0.084
O -0.279 4.195 1.037 0.005
H 0.814 4.610 2.760 0.125
H -0.906 4.159 3.004 0.127
O -0.409 -3.389 -2.980 0.001
H -1.302 -4.956 -1.949 0.126
H 0.490 -4.848 -1.784 0.126
C 0.221 -1.081 -3.468 -0.067
C 0.384 3.333 -1.143 -0.067
C -0.431 2.305 -1.877 -0.271
H 1.442 3.204 -1.412 0.127
H 0.061 4.345 -1.407 0.114
C 0.088 1.072 -2.200 -0.247
C -0.508 0.155 -3.026 -0.256
H 2.556 -0.717 1.771 -0.044
C -1.864 0.386 -3.364 -0.229
C -2.466 1.570 -2.951 -0.025
C -2.653 -0.623 -4.127 -0.051
C -1.791 2.527 -2.202 -0.241
H -3.513 1.748 -3.211 0.105
C -2.494 3.763 -1.757 -0.054
H -3.523 3.744 -2.129 0.070
H -2.001 4.663 -2.146 0.077
H -2.533 3.839 -0.662 0.083
H -2.129 -0.947 -5.033 0.075
H -3.612 -0.181 -4.418 0.070
H -2.877 -1.514 -3.523 0.081
H -0.101 -1.409 -4.459 0.113
H 1.304 -0.895 -3.477 0.126
N 2.691 -1.729 1.895 0.181
C 3.509 -2.101 2.718 -0.205
N 4.259 -2.782 3.453 0.113
C 5.240 -2.294 4.203 -0.367
N 6.124 -1.956 4.892 0.094
```

## Properties
Net charge = -1
Highest occupied orbital energy = -0.10988 hartree

Entry 7:
ORCA calculation (ωB97M-V with the def2-TZVPD basis set) on C35H29BrF4N8OPRu as an isolated structure.

Geometry as XYZ:
```
80
Properties=species:S:1:pos:R:3:mulliken_spin:R:1
Ru 0.730 -1.098 0.292 1.069
F 0.705 0.276 7.041 0.000
C 0.424 0.397 5.759 0.001
C 0.230 1.642 5.195 0.001
F 0.301 2.728 5.943 0.000
C -0.058 1.750 3.844 0.001
F -0.281 2.980 3.377 0.000
C -0.163 0.646 3.009 -0.028
P -0.501 0.796 1.173 0.067
C -2.295 0.962 1.314 0.009
C -2.952 2.167 1.537 0.003
C -4.325 2.177 1.741 -0.001
C -5.044 0.991 1.749 0.000
C -4.389 -0.215 1.537 -0.002
C -3.023 -0.229 1.305 -0.009
C 0.510 2.254 0.750 -0.100
C 0.147 3.596 0.736 -0.003
C 1.084 4.563 0.399 0.000
C 2.383 4.208 0.058 0.002
C 2.735 2.868 0.004 0.008
C 1.798 1.904 0.344 0.065
C -0.009 -0.589 3.622 0.018
Br -0.285 -2.197 2.664 -0.009
C 0.293 -0.727 4.960 -0.002
F 0.448 -1.930 5.500 0.000
H -2.409 3.098 1.577 -0.002
H -4.827 3.118 1.921 0.000
H -6.109 1.001 1.935 0.000
H -4.942 -1.145 1.578 0.000
H -2.516 -1.171 1.132 -0.006
H -0.846 3.918 1.002 0.001
H 0.795 5.606 0.418 0.000
H 3.118 4.974 -0.152 0.001
H 3.732 2.570 -0.294 0.001
H 2.086 0.858 0.268 -0.043
C 0.448 -5.202 -1.424 0.000
C 1.807 -5.513 -1.420 -0.002
C 2.671 -4.785 -0.625 0.002
C 2.168 -3.718 0.105 0.020
N 0.874 -3.376 0.038 0.013
C 0.024 -4.127 -0.677 -0.009
C 2.937 -2.884 1.032 -0.024
C 3.930 -3.418 1.846 0.000
C 4.533 -2.635 2.818 0.006
C 4.136 -1.318 2.987 0.000
C 3.158 -0.769 2.159 0.035
C 2.559 -1.556 1.196 -0.069
H -0.259 -5.779 -2.004 0.000
H 2.178 -6.330 -2.025 0.000
H 3.723 -5.029 -0.578 0.001
H -1.022 -3.853 -0.619 0.000
H 4.204 -4.462 1.742 0.000
H 5.306 -3.053 3.449 0.000
H 4.585 -0.707 3.760 0.000
H 2.882 0.270 2.294 -0.014
C -1.462 -1.194 -5.229 0.000
N -0.631 -1.310 -4.040 0.000
C 0.792 -1.005 -3.972 0.003
C 1.023 -1.086 -2.477 -0.003
O 2.037 -0.812 -1.835 0.005
N -0.104 -1.492 -1.874 0.012
C -1.068 -1.563 -2.804 0.003
N -2.331 -1.852 -2.515 0.000
H -0.871 -0.763 -6.031 0.000
H -2.311 -0.537 -5.036 0.000
H -1.829 -2.168 -5.555 0.000
H 1.026 -0.015 -4.365 0.000
H 1.404 -1.740 -4.498 0.000
H -2.604 -1.904 -1.548 -0.001
H -3.047 -1.865 -3.221 0.000
N -0.740 4.159 -3.322 0.000
C -1.945 3.575 -3.421 0.000
N -2.886 4.164 -4.166 0.000
N -2.241 2.425 -2.858 0.000
C -1.517 1.762 -2.012 -0.001
N -0.957 1.091 -1.242 -0.016
H -0.542 5.035 -3.774 0.000
H -0.016 3.742 -2.763 0.000
H -2.763 5.091 -4.534 0.000
H -3.804 3.757 -4.200 0.000
```

## Properties
Spin multiplicity = 2
Net charge = +2
Highest occupied orbital energy (alpha / beta) = -0.49515 / -0.49338 hartree

Respective energy relative to the best compared isomer or geometry (same formula, charge and spin) values: 556.0; 462.2; 0.0; 142.6; 98.8; 0.0; 312.6 kJ/mol.
Respective E values: -12144.9316; -8400.7569; -9248.2498; -15985.3210; -4175.4094; -52029.7486; -143503.0348 eV.